(1)
# C3H7N3

A single C3H7N3 molecule (wB97M-V/def2-TZVPD, OMol25).

Results
HOMO-LUMO gap = 8.82 eV
charge = 0
ΔE to the lowest compared entry with this formula, charge and spin = 89.8 kcal per mole
2S+1 = 1
highest occupied orbital energy = -8.405 eV
LUMO = 0.416 eV

XYZ file:
```
13
Properties=species:S:1:pos:R:3:nbo_charge:R:1
C -0.420 0.841 -0.379 0.371
C 0.979 0.544 0.203 -0.256
C 1.681 -0.683 0.007 -0.377
H -0.234 -1.191 0.836 0.369
H -1.959 -1.577 1.347 0.331
H -2.300 -0.023 -0.857 0.408
H 0.019 2.666 -0.958 0.344
H 1.451 1.253 0.915 0.232
H 2.696 -0.795 0.431 0.204
H 1.552 -1.449 -0.724 0.215
N -1.263 -1.489 0.312 -0.647
N -1.449 -0.068 -0.214 -0.485
N -0.752 1.973 -0.920 -0.709
```

***

(2)
# C4H8O2

2 unconnected molecules or ions with the total composition C4H8O2 (wB97M-V/def2-TZVPD, OMol25).

Results
HOMO-LUMO gap (alpha / beta) = 7.45 / 7.71 eV
charge = 0
ΔE to the lowest compared entry with this formula, charge and spin = 118.1 kcal per mole
2S+1 = 1
highest occupied orbital energy (alpha / beta) = -7.681 / -7.773 eV
LUMO (alpha / beta) = -0.228 / -0.067 eV

XYZ file:
```
14
Properties=species:S:1:pos:R:3:nbo_charge:R:1
C 1.599 -0.888 -1.161 -0.387
C 0.628 0.402 0.575 -0.077
O 0.584 1.592 1.306 -0.703
C -0.579 -0.157 0.043 0.458
O -0.498 -1.055 -0.816 -0.544
C -1.946 0.285 0.466 -0.698
H 1.416 -1.894 -1.541 0.192
H 2.480 -0.838 -0.537 0.177
H 1.485 -0.130 -1.925 0.196
H 1.271 -0.280 1.122 0.204
H 0.394 2.338 0.725 0.475
H -2.535 -0.626 0.594 0.247
H -2.433 0.869 -0.324 0.234
H -1.923 0.867 1.386 0.226
```

***

(3)
# C26H40AsBaN5O6PS2

A molecular structure, C26H40AsBaN5O6PS2 (wB97M-V/def2-TZVPD, OMol25).

Results
HOMO-LUMO gap = 4.61 eV
charge = -1
ΔE to the lowest compared entry with this formula, charge and spin = 44.5 kcal per mole
2S+1 = 1
highest occupied orbital energy = -2.829 eV
LUMO = 1.783 eV

XYZ file:
```
82
Properties=species:S:1:pos:R:3:mulliken_charge:R:1
Ba 0.874 1.012 -0.954 1.265
S 1.916 3.665 -2.246 -0.688
C 0.632 4.860 -2.075 0.400
C 1.001 6.211 -2.023 -0.563
C 0.078 7.236 -1.884 -0.510
C -1.271 6.919 -1.796 -0.475
C -1.656 5.588 -1.850 -0.640
C -0.742 4.532 -1.984 0.189
S -1.399 2.898 -2.043 -0.403
H 2.057 6.443 -2.093 0.342
H 0.413 8.267 -1.845 0.313
H -2.020 7.696 -1.691 0.315
H -2.706 5.328 -1.790 0.315
O 6.490 -2.219 -1.737 -0.585
C 6.743 -0.956 -2.033 0.364
O 7.871 -0.569 -2.252 -0.650
C 5.589 -0.025 -2.102 0.430
C 5.713 1.312 -2.438 -0.776
N 4.486 1.850 -2.384 0.157
N 3.566 0.965 -2.031 0.067
C 4.196 -0.185 -1.862 -0.087
C 3.397 -1.337 -1.312 -0.141
O 3.954 -2.451 -1.192 -0.927
O 2.227 -1.055 -0.950 0.009
H 5.508 -2.383 -1.586 0.513
H 6.589 1.879 -2.701 0.553
H 4.160 2.806 -2.544 0.040
O -0.941 -0.486 -1.327 -1.516
P -1.763 -1.024 -0.238 0.331
N -3.365 -0.798 -0.567 0.344
C -4.463 -0.744 0.394 -0.093
C -5.726 -0.874 -0.470 -0.769
C -5.234 -1.602 -1.723 -0.633
C -3.865 -0.971 -1.936 -0.525
N -1.459 -0.270 1.198 0.156
C -1.792 -0.838 2.515 -0.285
C -2.434 0.295 3.309 -0.703
C -1.780 1.527 2.706 -1.012
C -1.701 1.200 1.221 -0.283
N -1.387 -2.629 -0.020 0.781
C -2.317 -3.660 0.408 -0.466
C -1.390 -4.831 0.734 -0.768
C -0.206 -4.664 -0.245 -0.668
C -0.395 -3.280 -0.890 -0.163
H -4.458 0.200 0.945 0.047
H -4.403 -1.560 1.125 0.221
H -6.085 0.120 -0.741 0.373
H -6.529 -1.393 0.051 0.372
H -5.895 -1.478 -2.580 0.411
H -5.126 -2.672 -1.523 0.206
H -3.944 0.005 -2.424 0.351
H -3.179 -1.579 -2.526 0.329
H -0.878 -1.188 3.008 0.381
H -2.459 -1.698 2.435 -0.019
H -2.271 0.190 4.381 0.433
H -3.512 0.312 3.134 0.275
H -0.765 1.647 3.094 0.220
H -2.328 2.449 2.892 0.419
H -0.898 1.764 0.753 0.040
H -2.618 1.449 0.680 0.513
H -3.009 -3.926 -0.405 0.268
H -2.917 -3.343 1.262 0.254
H -1.893 -5.793 0.638 0.399
H -1.044 -4.738 1.765 0.260
H -0.198 -5.443 -1.007 0.394
H 0.747 -4.718 0.280 0.232
H -0.789 -3.375 -1.908 0.522
H 0.520 -2.691 -0.937 -0.308
C 1.712 -1.975 1.794 -0.547
As 2.295 -0.156 2.039 0.744
C 4.191 -0.048 1.734 -0.986
C 2.114 0.177 3.935 -1.293
O 1.500 1.039 1.273 -0.707
H 1.610 -2.426 2.782 0.567
H 2.453 -2.500 1.192 0.459
H 0.755 -1.983 1.268 -0.429
H 4.709 -0.479 2.590 0.453
H 4.443 1.007 1.638 0.358
H 4.475 -0.578 0.828 0.147
H 2.657 -0.576 4.507 0.421
H 1.057 0.149 4.200 0.264
H 2.510 1.168 4.153 0.399
```